Entry 1:
14
Properties=species:S:1:pos:R:3:forces:R:3:lowdin_charge:R:1 method="wB97M-V/def2-TZVPD" spin_multiplicity=1 e_lumo_ev=-6.49 de_lowest_kj_mol=78.7 charge=+1 total_energy_ev=-19649.936
Sr 3.4584 -22.6752 -31.3068 0.1726 2.0974 -0.4170 1.52
Cl 3.8014 -19.8829 -31.7328 -0.1289 -1.9604 0.4551 -0.24
C 0.3714 -19.6707 -32.2448 -0.2748 0.8276 0.6240 -0.21
O 0.8467 -18.3537 -32.4966 0.5108 -0.7458 0.1755 -0.13
H 0.5606 -19.9927 -31.2063 0.2267 0.0996 -0.0474 0.05
H -0.7145 -19.5807 -32.2994 0.0858 -0.4534 -0.4561 0.09
H 0.8154 -20.4053 -32.9233 -0.3206 -0.0178 -0.2567 0.06
H 1.8114 -18.4000 -32.4082 -0.2515 0.2146 -0.0285 0.00
C 3.3921 -17.6905 -35.3260 0.8715 0.0520 0.3758 -0.14
O 3.8025 -18.9991 -34.9243 -0.1691 -0.1909 -0.1861 -0.17
H 4.2480 -17.0028 -35.2949 -0.1140 -0.0245 0.0463 0.08
H 3.0885 -17.7462 -36.3665 -0.3673 -0.0624 0.0939 0.08
H 2.6221 -17.3003 -34.6590 -0.2589 0.0064 -0.3149 0.07
H 3.9739 -19.0127 -33.9779 0.0177 0.1577 -0.0640 -0.06

***

Entry 2:
14
Properties=species:S:1:pos:R:3:forces:R:3:lowdin_charge:R:1 method="wB97M-V/def2-TZVPD" spin_multiplicity=1 e_lumo_ev=-3.92 de_lowest_kj_mol=80.9 charge=+1 total_energy_ev=-8887.717
Cs -4.3306 -2.7258 1.2320 0.0057 0.0690 0.0084 0.99
O -6.9244 1.5995 3.7033 0.1575 -0.2906 -0.1569 -0.06
H -7.7957 1.7424 4.0731 -0.2533 0.0110 0.0965 0.03
H -6.4724 2.4345 3.8245 0.1302 0.2297 0.0304 0.03
C 2.6314 -0.4243 -0.4770 0.7138 -0.7515 -0.8376 -0.24
C 2.4409 0.4621 -1.7084 -0.0117 0.6450 -0.5153 -0.23
O 2.6733 -0.1882 -2.9651 -0.4087 -0.4840 0.4027 -0.07
O 1.5263 -1.3146 -0.4380 -0.1762 -0.5733 0.3348 -0.08
H 2.8337 -0.0480 0.5258 -0.4204 1.0297 -0.2416 0.12
H 3.4996 -1.0618 -0.6444 0.4856 0.2000 -0.2733 0.11
H 2.9856 1.4052 -1.7524 0.2860 0.0071 0.6759 0.12
H 1.3858 0.7278 -1.7742 -0.0453 0.0018 0.2203 0.12
H 3.5913 -0.4380 -3.0928 0.1755 0.1640 0.2703 0.08
H 1.9552 -2.1707 -0.5064 -0.6387 -0.2579 -0.0146 0.08

***

Entry 3:
14
Properties=species:S:1:pos:R:3:forces:R:3:lowdin_charge:R:1 method="wB97M-V/def2-TZVPD" spin_multiplicity=1 e_lumo_ev=-4.07 smiles=[NH3+][C@@H](O)CNI de_lowest_kj_mol=96.0 charge=+1 total_energy_ev=-15323.645
N -0.2354 -0.5092 -1.2835 2.2187 -0.7921 -1.2176 0.23
C 0.9330 -0.4417 -0.1808 -2.9663 0.4724 0.2615 -0.29
O 1.9610 0.1286 -0.7627 2.3170 -1.8694 -0.2157 0.08
C 0.1843 0.3717 1.0609 0.5862 0.1066 -1.8276 -0.22
N -1.2715 0.0835 0.9830 -0.9841 -0.6847 1.3556 -0.61
I -2.5282 1.7212 1.0355 0.1890 -0.0294 -0.0671 0.83
H -0.2308 -1.3772 -1.7660 0.0759 -1.5076 -0.0941 0.15
H -0.2582 0.1000 -2.0893 0.4324 1.2185 0.2810 0.17
H -1.0354 -0.4407 -0.7359 -2.8257 0.3527 1.5244 0.04
H 1.1353 -1.5281 0.0066 -0.0818 1.1099 0.1532 0.18
H 1.9746 1.0501 -0.8627 -0.2950 2.1870 0.1451 0.10
H 0.5913 -0.0656 1.9431 0.4814 0.0932 0.8181 0.10
H 0.5127 1.5063 0.9494 -1.0716 -2.3270 0.3536 0.14
H -1.7328 -0.5990 1.7023 1.9239 1.6699 -1.4703 0.09

***

Entry 4:
20
Properties=species:S:1:pos:R:3:forces:R:3:lowdin_charge:R:1 method="wB97M-V/def2-TZVPD" spin_multiplicity=1 e_lumo_ev=-9.09 smiles="N[NH2+]NC/N=N/N=[N+]1/C=NN=N1" de_lowest_kj_mol=66.6 charge=+2 total_energy_ev=-17077.385
N 1.4233 0.8177 2.5654 0.3025 1.0447 -2.2742 0.15
N 2.2981 1.6313 1.6933 -2.5309 -1.0889 0.2513 0.05
N 1.8847 1.8409 0.3680 -0.6553 -2.6810 -1.0959 0.02
C 1.5875 0.6620 -0.3774 1.5747 -0.5563 0.6796 -0.09
N 0.2748 0.0666 0.0366 0.3736 0.1694 1.8706 0.21
N -0.4028 -0.7183 -0.4886 -0.6524 0.3532 -1.5565 0.08
N -1.1150 -1.5746 -0.8345 -0.2317 -1.6618 0.9215 0.24
N -2.2751 -1.6196 -1.4505 -1.4597 0.9041 -0.5834 -0.07
C -3.2166 -2.6434 -1.6106 0.7266 0.3023 -0.5263 -0.05
N -4.1875 -2.1891 -2.3202 -0.1075 -0.7985 1.0302 0.11
N -3.9651 -0.8386 -2.4867 -0.1273 -0.3341 -0.3512 0.05
N -2.8930 -0.4930 -1.9954 1.7648 1.7996 0.1579 0.07
H 0.6140 1.3184 2.8177 -0.9244 0.5145 0.7583 0.10
H 1.8558 0.1557 3.1912 0.5429 0.4295 0.2008 0.13
H 3.0813 1.0447 1.7668 2.4642 -0.3638 -0.5109 0.17
H 2.4788 2.5843 1.8941 0.7288 1.3015 2.0415 0.19
H 1.6522 2.7455 0.0243 -0.3017 0.8424 0.4447 0.17
H 1.4231 0.7858 -1.4154 0.6210 0.9513 -1.1665 0.14
H 2.5183 0.0043 -0.2188 -1.9692 -0.0769 -0.2975 0.18
H -3.0368 -3.5804 -1.1593 -0.1389 -1.0512 0.0060 0.13

***

Entry 5:
12
Properties=species:S:1:pos:R:3:forces:R:3:lowdin_charge:R:1 method="wB97M-V/def2-TZVPD" spin_multiplicity=2 e_lumo_ev="3.97 / 3.93" s2=0.751 de_lowest_kj_mol=94.1 charge=-1 total_energy_ev=-5181.312
C 1.5899 3.5307 -1.3888 1.4591 0.0624 0.7845 -0.25
H 1.9551 4.2665 -2.1805 -0.0580 -1.1005 0.9923 0.00
H 0.5038 3.7690 -1.2777 0.8516 -0.9259 0.0647 -0.01
H 2.1460 3.6988 -0.3848 -1.0515 0.2998 -1.5694 0.01
H 1.9297 2.4482 -1.5884 -1.2378 1.6235 -0.2498 0.00
N -1.4053 -1.7810 0.6548 0.0454 2.9952 -0.1825 -0.14
C -0.8608 -2.7743 1.4330 -1.4696 -1.5068 -0.6390 -0.57
N -0.8653 -4.0857 1.1430 -0.1128 2.5696 1.6129 -0.05
H -1.4655 -0.6878 1.0594 0.4852 -2.9961 -0.8323 -0.05
H -1.3082 -1.7116 -0.4064 -0.1154 -0.7020 1.8290 -0.01
H -0.6122 -2.3787 2.4700 0.4187 -0.7997 -1.3857 0.07
H -1.6072 -4.2942 0.4663 0.7850 0.4804 -0.4247 -0.01

***

Entry 6:
12
Properties=species:S:1:pos:R:3:forces:R:3:lowdin_charge:R:1 method="wB97M-V/def2-TZVPD" spin_multiplicity=2 e_lumo_ev="4.79 / 4.79" s2=0.750 de_lowest_kj_mol=11.5 charge=-1 total_energy_ev=-5182.168
C -0.5827 -0.1214 0.5180 -0.6673 -1.2407 -0.4266 -0.38
C 0.5812 0.0723 -0.4204 0.2526 1.7678 -0.0815 -0.64
N 1.5656 1.0432 0.1184 -0.3983 -0.5922 0.3326 -0.09
N -1.7021 -0.8906 -0.0953 0.2690 -0.2038 -0.2036 -0.06
H -0.2778 -0.6833 1.3941 0.0567 0.1210 0.3590 0.08
H -1.0282 0.8194 0.8120 0.3350 0.3478 0.2138 0.09
H 1.0633 -0.8418 -0.7639 -0.2756 -0.3807 0.1002 0.00
H 0.1845 0.5934 -1.3026 -0.0426 -0.3891 -0.1539 0.04
H 2.1241 1.3093 -0.6754 0.4108 0.3289 -0.5248 -0.05
H 2.2234 0.5352 0.7030 0.0637 -0.0908 0.2045 -0.02
H -1.8725 -0.4780 -1.0052 -0.1733 0.2209 -0.1155 0.02
H -1.3898 -1.8277 -0.3541 0.1695 0.1111 0.2958 0.02

***

Which of these has the highest charge?
C2H8N10